(1)
Entry from the Open Molecules 2025 dataset: a molecular structure, C27H31Cl3N4O4P2SbSe4W at a distorted geometry (wB97M-V/def2-TZVPD).

The geometry in XYZ format:
```
77
Properties=species:S:1:pos:R:3:lowdin_charge:R:1
W -3.034 0.832 1.910 0.76
O -0.580 -2.228 2.981 0.06
C -1.034 -1.165 2.629 -0.58
O -2.071 -0.983 1.835 -0.25
C -0.418 0.138 3.091 -0.19
C 0.614 0.339 3.979 0.01
C 0.958 1.657 4.281 -0.03
C 0.305 2.725 3.679 0.03
C -0.721 2.442 2.791 -0.15
N -1.057 1.174 2.570 -0.01
C -1.631 3.392 2.045 -0.57
O -1.506 4.589 2.122 0.11
O -2.539 2.750 1.332 -0.27
H 1.114 -0.513 4.418 0.13
H 1.752 1.851 4.991 0.11
H 0.564 3.753 3.888 0.13
C 3.144 1.110 1.364 -0.31
P 2.598 -0.344 0.372 1.02
C 1.147 0.471 -0.468 -0.43
N 1.043 1.770 -0.354 0.12
C -0.052 2.383 -0.877 -0.22
C -0.176 3.787 -0.789 -0.04
C -1.293 4.398 -1.282 -0.07
C -2.323 3.642 -1.888 -0.08
C -2.219 2.286 -2.006 -0.04
C -1.069 1.633 -1.502 -0.21
N -0.940 0.286 -1.622 0.14
C 0.128 -0.293 -1.139 -0.41
P 0.369 -2.110 -1.436 1.03
C -1.128 -2.799 -0.641 -0.27
C -0.049 -2.253 -3.267 -0.73
C -1.537 -2.137 -3.601 -0.11
C 0.452 -3.645 -3.673 -0.13
C 0.732 -1.199 -4.049 -0.11
C 3.949 -0.373 -0.965 -0.73
C 5.301 -0.232 -0.253 -0.13
C 3.960 -1.727 -1.675 -0.14
C 3.785 0.754 -1.982 -0.10
H 3.469 1.954 0.757 0.03
H 3.943 0.802 2.038 0.03
H 2.296 1.448 1.955 0.00
H 0.612 4.341 -0.295 0.11
H -1.410 5.469 -1.180 0.11
H -3.216 4.143 -2.239 0.07
H -3.012 1.677 -2.424 0.05
H -2.022 -2.203 -0.837 -0.01
H -0.965 -2.867 0.433 0.02
H -1.276 -3.813 -1.018 0.04
H -2.118 -2.941 -3.148 0.07
H -1.664 -2.210 -4.687 0.08
H -1.953 -1.191 -3.259 0.04
H -0.041 -4.431 -3.096 0.07
H 1.530 -3.743 -3.523 0.07
H 0.233 -3.822 -4.731 0.08
H 0.345 -0.196 -3.867 0.07
H 0.640 -1.404 -5.121 0.08
H 1.798 -1.209 -3.802 0.05
H 5.403 -0.957 0.559 0.08
H 5.457 0.765 0.155 0.06
H 6.100 -0.426 -0.974 0.08
H 4.093 -2.540 -0.959 0.08
H 4.789 -1.754 -2.390 0.08
H 3.032 -1.922 -2.211 0.01
H 3.703 1.728 -1.498 0.07
H 2.890 0.612 -2.590 0.06
H 4.649 0.779 -2.656 0.08
Se -5.999 2.993 -1.589 -0.18
Sb -5.956 2.341 0.657 0.35
Se -5.119 -0.109 0.605 -0.29
Se -4.240 1.144 3.808 0.12
Se -4.518 -0.652 -1.535 -0.11
Cl -3.889 -3.430 6.948 0.59
C -2.783 -2.971 5.630 -1.60
Cl -2.186 -1.332 5.914 0.62
Cl -1.444 -4.119 5.555 0.63
C -3.539 -3.015 4.378 -0.40
N -4.169 -3.100 3.424 0.23
```

The max |F| comes out at 1.4 eV/A. The energy above the lowest of the compared OMol25 structures with the same formula, charge and spin comes out at 2.294 eV. The value obtained for the molecular weight is 1265.316 g/mol. The HOMO energy (alpha / beta) is -4.0954 / -4.0926 eV. The HOMO-LUMO gap (alpha / beta) comes out at 5.070 / 5.068 eV. The total charge is -1. Its spin multiplicity is 1.

(2)
Entry from the Open Molecules 2025 dataset: C27H31N3O2 in the gas phase (wB97M-V/def2-TZVPD).

The geometry in XYZ format:
```
63
Properties=species:S:1:pos:R:3:nbo_charge:R:1
C -0.637 1.012 -5.833 -0.60
C -1.497 2.280 -5.761 -0.27
C -1.125 3.103 -4.516 -0.23
N -0.949 2.312 -3.323 -0.62
C 0.274 2.111 -2.769 0.68
O 1.281 2.650 -3.191 -0.63
C 0.293 1.191 -1.599 -0.19
C 1.484 0.531 -1.314 -0.16
C 1.592 -0.333 -0.243 -0.26
C 0.495 -0.551 0.588 0.33
O 0.457 -1.379 1.657 -0.49
C 1.630 -2.050 2.097 0.10
C 1.181 -3.182 3.018 -0.44
C 2.408 -3.893 3.601 -0.21
N 3.338 -3.022 4.284 -0.44
C 3.083 -2.736 5.683 -0.24
C 2.023 -1.704 6.001 0.19
C 2.364 -0.386 6.295 -0.26
C 1.357 0.526 6.560 -0.16
C 0.040 0.094 6.528 -0.26
C -0.199 -1.240 6.237 0.05
N 0.760 -2.113 5.984 -0.44
C 3.730 -1.903 3.459 -0.22
C 2.557 -1.107 2.868 -0.46
C -0.699 0.126 0.315 -0.26
C -0.800 0.980 -0.760 -0.16
C -2.960 1.913 -5.870 0.09
C -3.439 1.494 -7.109 -0.23
C -4.757 1.115 -7.278 -0.20
C -5.632 1.151 -6.205 -0.23
C -5.174 1.575 -4.972 -0.19
C -3.851 1.953 -4.806 -0.27
H -0.761 0.519 -6.793 0.21
H -0.921 0.310 -5.052 0.21
H 0.412 1.267 -5.702 0.22
H -1.254 2.903 -6.630 0.21
H -1.878 3.879 -4.341 0.20
H -0.160 3.588 -4.685 0.25
H -1.716 1.733 -3.025 0.39
H 2.333 0.712 -1.955 0.24
H 2.534 -0.828 -0.067 0.21
H 2.163 -2.480 1.236 0.17
H 0.577 -2.769 3.825 0.23
H 0.570 -3.891 2.459 0.21
H 2.087 -4.672 4.293 0.21
H 2.963 -4.370 2.783 0.19
H 2.795 -3.679 6.154 0.22
H 4.033 -2.406 6.119 0.19
H 3.401 -0.084 6.315 0.22
H 1.594 1.555 6.788 0.22
H -0.776 0.770 6.726 0.22
H -1.206 -1.636 6.203 0.19
H 4.371 -1.241 4.045 0.20
H 4.328 -2.306 2.632 0.19
H 2.938 -0.320 2.214 0.22
H 1.978 -0.632 3.661 0.22
H -1.536 -0.040 0.975 0.22
H -1.729 1.508 -0.918 0.21
H -2.766 1.471 -7.955 0.21
H -5.104 0.794 -8.249 0.21
H -6.663 0.855 -6.331 0.21
H -5.849 1.616 -4.129 0.21
H -3.534 2.296 -3.833 0.20
```

The max |F| comes out at 0.5 eV/A. The energy above the lowest of the compared OMol25 structures with the same formula, charge and spin comes out at 0.732 eV. The value obtained for the molecular weight is 429.564 g/mol. The HOMO energy is -8.3204 eV. The HOMO-LUMO gap comes out at 9.064 eV. Its SMILES is C[C@H](CNC(=O)c1ccc(OC2CCN(Cc3ccccn3)CC2)cc1)c1ccccc1. The total charge is 0. Its spin multiplicity is 1.

(3)
Entry from the Open Molecules 2025 dataset: a molecular structure, C27H31N8Ni (wB97M-V/def2-TZVPD).

The geometry in XYZ format:
```
67
Properties=species:S:1:pos:R:3:nbo_charge:R:1
Ni -1.179 0.155 -0.570 1.40
C 3.347 4.794 -0.304 -0.63
C 2.613 3.561 -0.753 -0.02
C 3.231 2.312 -0.784 -0.20
C 2.535 1.168 -1.115 -0.20
C 1.166 1.196 -1.446 0.13
N 0.412 0.046 -1.640 -0.78
C 0.974 -1.096 -2.174 0.24
C 1.977 -0.998 -3.158 -0.25
C 2.628 -2.099 -3.661 -0.18
C 2.293 -3.383 -3.229 -0.04
C 3.018 -4.589 -3.759 -0.63
C 1.250 -3.504 -2.333 -0.20
C 0.571 -2.400 -1.817 0.05
N -0.542 -2.651 -0.960 -0.14
C -0.832 -3.809 -0.331 0.01
C -2.106 -3.718 0.179 -0.33
C -2.539 -2.445 -0.190 -0.01
N -1.594 -1.807 -0.876 -0.40
C 0.571 2.476 -1.478 0.06
C 1.276 3.615 -1.112 -0.21
N -0.768 2.647 -1.932 -0.14
C -1.203 3.585 -2.797 0.01
C -2.561 3.419 -2.948 -0.33
C -2.878 2.325 -2.142 -0.01
N -1.791 1.867 -1.527 -0.42
H 4.424 4.642 -0.336 0.22
H 3.072 5.039 0.724 0.22
H 3.098 5.654 -0.927 0.22
H 4.281 2.238 -0.522 0.22
H 3.042 0.213 -1.096 0.22
H 2.232 -0.008 -3.512 0.22
H 3.403 -1.971 -4.407 0.22
H 4.078 -4.373 -3.884 0.22
H 2.626 -4.877 -4.737 0.23
H 2.908 -5.442 -3.091 0.22
H 0.943 -4.500 -2.043 0.21
H -0.131 -4.620 -0.254 0.24
H -2.649 -4.471 0.721 0.25
H -3.493 -1.979 -0.005 0.22
H 0.763 4.571 -1.114 0.22
H -0.526 4.298 -3.234 0.24
H -3.224 3.984 -3.578 0.25
H -3.843 1.871 -1.985 0.22
C -3.452 -0.888 4.172 -0.42
C -3.891 -0.007 3.019 -0.21
N -2.803 0.018 2.057 -0.60
C -1.474 0.000 2.391 0.64
N -0.585 0.119 1.428 -0.71
C 0.816 0.031 1.822 -0.23
C 1.041 0.739 3.145 -0.42
C 0.204 0.028 4.188 -0.20
N -1.159 -0.170 3.697 -0.43
C -2.179 -0.291 4.736 -0.20
H -3.249 -1.895 3.800 0.22
H -4.222 -0.943 4.939 0.24
H -4.128 0.996 3.388 0.19
H -4.780 -0.409 2.533 0.22
H -2.994 0.339 1.128 0.38
H 1.429 0.472 1.043 0.23
H 1.101 -1.024 1.922 0.19
H 0.721 1.779 3.057 0.21
H 2.093 0.717 3.426 0.23
H 0.149 0.616 5.106 0.21
H 0.648 -0.939 4.440 0.20
H -2.381 0.696 5.169 0.19
H -1.776 -0.920 5.530 0.22
```

The max |F| comes out at 1.0 eV/A. Its expectation value of S² is 2.007. The energy above the lowest of the compared OMol25 structures with the same formula, charge and spin comes out at 0.604 eV. The value obtained for the molecular weight is 526.294 g/mol. The HOMO energy (alpha / beta) is -9.4385 / -9.3817 eV. The HOMO-LUMO gap (alpha / beta) comes out at 7.464 / 6.481 eV. The total charge is +1. Its spin multiplicity is 3.

Q: total charge of number 2 (C27H31N3O2)?
A: 0

Q: The highest total charge belongs to which entry?
A: C27H31N8Ni

Q: What is the total charge in the second record?
A: 0

Q: Look up the molecular weight of the second one.
A: 429.564 g/mol